{
  "formula": "C5H11N",
  "method": "ωB97M-V/def2-TZVPD",
  "species": ["C", "C", "C", "C", "C", "H", "H", "H", "H", "H", "H", "H", "H", "H", "H", "H", "N"],
  "xyz": [[-2.0259, -0.0530, -0.2385], [0.4186, -0.0043, 0.0113], [0.7718, -1.2737, 0.8085], [1.4455, 0.8462, -0.7278], [0.7204, 1.4857, 0.3326], [-2.2550, -0.6496, 0.7809], [-2.2617, 1.1850, -0.1870], [-2.8090, -0.3458, -0.9923], [-0.6428, -1.2199, -1.2838], [0.9330, -2.0888, 0.1232], [1.6656, -1.1799, 1.3881], [0.0476, -1.7428, 1.5851], [2.4811, 0.5658, -0.6249], [1.1139, 1.0800, -1.7431], [-0.1213, 2.2128, 0.3485], [1.2579, 1.3931, 1.3261], [-0.7396, -0.2107, -0.9068]],
  "forces_ev_per_angstrom": [[-2.01, 1.87, -0.05], [-0.96, 0.10, -1.60], [-1.02, -0.01, 1.19], [0.31, -1.15, -1.75], [-1.04, -1.23, 4.19], [0.75, 1.54, -2.06], [0.73, -3.43, 0.57], [0.59, -0.03, 0.87], [-0.35, 2.18, 0.75], [0.21, -0.27, -0.55], [0.84, 0.32, 0.23], [0.47, 1.42, -1.36], [0.30, 0.38, 0.12], [0.34, -0.20, 0.29], [1.02, -0.50, -0.58], [-0.58, 0.93, -1.12], [0.43, -1.91, 0.86]],
  "nbo_charge": [-0.423, 0.099, -0.631, -0.419, -0.425, 0.177, 0.186, 0.202, 0.351, 0.205, 0.214, 0.214, 0.210, 0.232, 0.236, 0.211, -0.639],
  "smiles": "CNC1(C)CC1",
  "lumo_ev": 1.05,
  "homo_ev": -8.78,
  "homo_lumo_gap_ev": 9.84
}

---

{
  "formula": "C37H42GeN3Pd",
  "method": "ωB97M-V/def2-TZVPD",
  "species": ["Pd", "C", "C", "C", "C", "C", "C", "C", "C", "N", "C", "C", "C", "C", "N", "C", "C", "C", "C", "C", "C", "C", "C", "H", "H", "H", "H", "H", "H", "H", "H", "H", "H", "H", "H", "H", "H", "H", "H", "H", "H", "H", "H", "H", "H", "H", "H", "C", "Ge", "C", "C", "C", "C", "C", "C", "C", "C", "C", "C", "C", "C", "C", "C", "C", "C", "H", "H", "H", "H", "H", "H", "H", "H", "H", "H", "H", "H", "H", "H", "H", "N", "H", "H", "H"],
  "xyz": [[0.7438, -0.2096, -1.0677], [0.9215, 2.2028, -3.5737], [-0.1540, 2.9339, -2.8219], [-1.0679, 3.7345, -3.4965], [-2.0509, 4.4254, -2.8080], [-2.1229, 4.3325, -1.4261], [-1.2189, 3.5550, -0.7118], [-1.3131, 3.4693, 0.7846], [-0.2483, 2.8626, -1.4354], [0.6705, 1.9887, -0.7604], [1.6710, 2.4427, -0.1076], [2.0404, 3.8838, 0.0394], [2.6287, 1.4227, 0.4743], [3.6723, 1.8783, 1.4393], [2.5050, 0.2248, 0.0491], [3.5018, -0.7752, 0.3110], [4.6524, -0.7469, -0.4833], [4.8800, 0.3087, -1.5320], [5.6047, -1.7386, -0.2763], [5.4132, -2.7207, 0.6835], [4.2556, -2.7299, 1.4442], [3.2742, -1.7614, 1.2681], [2.0432, -1.7603, 2.1229], [0.7731, 2.3065, -4.6463], [0.9197, 1.1284, -3.3361], [1.9169, 2.5875, -3.3365], [-1.0037, 3.8117, -4.5730], [-2.7572, 5.0407, -3.3466], [-2.8867, 4.8739, -0.8868], [-2.1524, 4.0591, 1.1441], [-0.4196, 3.8406, 1.2842], [-1.4666, 2.4365, 1.1088], [1.4133, 4.5141, -0.5855], [3.0850, 4.0284, -0.2347], [1.9382, 4.2047, 1.0760], [3.2190, 2.5238, 2.1914], [4.4394, 2.4682, 0.9377], [4.1519, 1.0312, 1.9234], [3.9561, 0.6011, -2.0348], [5.5774, -0.0500, -2.2853], [5.3163, 1.2122, -1.1024], [6.5034, -1.7370, -0.8772], [6.1662, -3.4805, 0.8352], [4.1061, -3.4975, 2.1916], [1.8809, -2.7442, 2.5584], [1.1558, -1.4870, 1.5458], [2.1267, -1.0455, 2.9445], [-0.8203, 0.1801, 2.2146], [-1.2350, -0.4714, 0.4035], [-2.9423, 0.1935, -0.2406], [-3.7215, 1.0817, 0.4997], [-4.9496, 1.5131, 0.0204], [-5.4062, 1.0747, -1.2132], [-4.6355, 0.2009, -1.9670], [-3.4108, -0.2302, -1.4845], [-1.5206, -2.4655, 0.6448], [-0.7662, -3.3795, -0.1140], [-0.8341, -4.7440, 0.0710], [-1.6950, -5.2754, 1.0363], [-2.5010, -4.4230, 1.7988], [-3.3975, -4.9544, 2.7431], [-4.2435, -4.1190, 3.4706], [-4.2015, -2.7548, 3.2566], [-3.3062, -2.2055, 2.3308], [-2.4294, -3.0117, 1.5948], [-0.9161, -0.6228, 2.9442], [-1.4834, 0.9927, 2.5065], [0.2033, 0.5476, 2.2564], [-3.3850, 1.4456, 1.4629], [-5.5484, 2.1960, 0.6072], [-6.3598, 1.4172, -1.5892], [-4.9888, -0.1388, -2.9300], [-2.8188, -0.9105, -2.0869], [-0.0874, -2.9866, -0.8705], [-0.2260, -5.4107, -0.5234], [-1.7538, -6.3443, 1.1840], [-3.4303, -6.0243, 2.8964], [-4.9313, -4.5408, 4.1886], [-4.8655, -2.1005, 3.8029], [-3.3225, -1.1387, 2.1605], [1.7771, -1.4594, -2.7214], [2.3441, -0.8700, -3.3266], [1.1375, -1.9666, -3.3270], [2.4096, -2.1444, -2.3113]],
  "forces_ev_per_angstrom": [[-0.12, 0.36, -0.54], [0.04, -0.19, 0.01], [-0.07, 0.06, -0.16], [-0.03, -0.02, 0.03], [0.03, -0.03, 0.08], [0.08, -0.03, -0.11], [-0.10, 0.05, -0.01], [-0.01, -0.18, 0.01], [0.07, -0.16, 0.19], [0.28, 0.11, 0.16], [0.01, -0.14, 0.08], [-0.16, -0.02, -0.06], [-0.12, 0.10, -0.16], [0.00, -0.07, -0.02], [0.00, -0.05, 0.30], [-0.09, 0.15, -0.11], [0.05, -0.11, -0.01], [-0.03, 0.01, -0.01], [-0.07, -0.05, 0.06], [-0.01, 0.05, -0.03], [0.02, 0.00, -0.05], [0.10, -0.05, 0.04], [-0.14, 0.02, -0.05], [0.01, 0.00, -0.01], [-0.01, 0.19, -0.05], [-0.01, -0.01, 0.02], [0.00, 0.01, -0.05], [-0.03, 0.02, -0.01], [-0.06, 0.04, 0.03], [-0.05, 0.01, 0.01], [0.08, 0.04, 0.02], [0.10, 0.23, -0.08], [-0.01, 0.01, 0.00], [0.03, 0.01, -0.03], [-0.01, 0.01, 0.07], [0.00, 0.00, 0.04], [0.05, 0.03, -0.05], [0.01, 0.01, 0.00], [-0.01, 0.01, 0.00], [0.03, -0.01, -0.02], [0.00, 0.05, 0.02], [0.05, -0.01, -0.03], [0.02, -0.03, 0.00], [0.00, -0.03, 0.03], [0.00, -0.02, 0.04], [0.09, -0.05, 0.02], [0.00, 0.03, 0.01], [-0.06, 0.04, 0.06], [0.12, -0.40, 0.29], [-0.01, 0.16, -0.14], [-0.02, -0.06, 0.04], [0.00, 0.03, 0.00], [0.00, -0.01, -0.03], [-0.03, 0.05, 0.00], [0.03, -0.06, 0.01], [-0.08, -0.06, 0.05], [0.22, 0.18, -0.17], [-0.04, -0.07, 0.03], [0.03, 0.12, -0.04], [0.01, 0.02, -0.01], [-0.02, 0.09, 0.00], [0.01, 0.02, 0.00], [-0.01, -0.02, 0.01], [-0.05, -0.02, 0.01], [-0.02, -0.05, -0.05], [0.02, -0.04, 0.02], [-0.02, -0.05, 0.07], [0.00, 0.06, -0.01], [-0.01, -0.02, 0.04], [-0.02, 0.02, 0.03], [-0.04, 0.00, -0.01], [-0.01, -0.02, -0.05], [0.03, -0.03, -0.02], [-0.08, -0.05, 0.13], [0.03, -0.01, -0.04], [0.00, -0.08, 0.02], [0.00, -0.06, 0.01], [-0.03, -0.01, 0.03], [-0.03, 0.02, 0.02], [0.02, 0.07, 0.01], [0.05, -0.22, 0.10], [-0.05, -0.02, 0.05], [0.06, 0.03, 0.00], [-0.03, 0.06, -0.06]],
  "mulliken_spin": [1.232, 0.003, -0.022, -0.006, 0.011, -0.006, 0.003, -0.008, 0.049, 0.098, 0.022, 0.009, 0.001, 0.011, 0.161, -0.040, 0.002, 0.006, -0.010, 0.016, -0.008, 0.033, -0.068, 0.002, 0.006, -0.001, 0.000, 0.000, 0.000, 0.000, 0.000, -0.002, 0.001, -0.002, 0.001, 0.001, -0.001, 0.001, 0.000, 0.000, 0.001, 0.000, 0.000, 0.000, 0.000, 0.049, 0.002, -0.006, 0.157, -0.034, 0.028, -0.004, 0.017, 0.018, 0.124, 0.242, -0.006, 0.126, 0.182, -0.043, 0.210, 0.055, 0.033, 0.118, 0.087, 0.001, -0.001, 0.011, 0.003, 0.000, 0.000, 0.000, 0.004, -0.033, 0.008, -0.002, 0.002, 0.004, -0.003, 0.095, 0.051, 0.001, 0.005, 0.001],
  "lumo_ev": [-5.90, -8.81],
  "s2": 3.78,
  "charge": 2,
  "spin_multiplicity": 4,
  "homo_ev": [-12.68, -13.56],
  "homo_lumo_gap_ev": [6.78, 4.75]
}

---

{
  "formula": "C28H69N3O8",
  "method": "ωB97M-V/def2-TZVPD",
  "species": ["C", "O", "H", "H", "H", "H", "O", "H", "H", "O", "H", "H", "O", "H", "H", "O", "H", "H", "C", "C", "C", "C", "C", "C", "N", "O", "C", "C", "C", "H", "H", "H", "H", "H", "H", "H", "H", "H", "H", "H", "H", "H", "H", "H", "H", "H", "H", "H", "C", "C", "C", "C", "C", "C", "N", "O", "C", "C", "C", "H", "H", "H", "H", "H", "H", "H", "H", "H", "H", "H", "H", "H", "H", "H", "H", "H", "H", "H", "C", "C", "C", "C", "C", "C", "N", "O", "C", "C", "C", "H", "H", "H", "H", "H", "H", "H", "H", "H", "H", "H", "H", "H", "H", "H", "H", "H", "H", "H"],
  "xyz": [[-0.6404, 2.8018, -21.3191], [0.6711, 2.3972, -21.5999], [-1.1016, 2.2250, -20.5174], [-0.6837, 3.8905, -21.2864], [-1.2810, 2.5354, -22.1598], [0.7057, 1.5607, -22.0696], [0.9035, 2.2584, -19.2550], [0.7342, 2.7551, -20.0556], [0.4952, 1.4067, -19.4101], [0.1518, 0.6396, -19.8839], [-0.0669, 0.4108, -20.7873], [-0.1662, -0.0995, -19.3654], [2.4742, 3.1540, -21.2225], [1.5388, 2.9784, -21.3251], [2.6884, 2.8134, -20.3540], [2.8238, 2.0418, -19.6287], [3.2600, 1.2462, -19.3238], [1.9290, 1.9671, -19.2971], [-2.7050, 8.6028, -19.4088], [-1.7618, 7.3661, -19.3520], [-0.6314, 7.7983, -18.3475], [0.3014, 6.6771, -18.0035], [-0.4042, 5.4247, -17.4698], [-1.5563, 4.8932, -18.3876], [-2.3907, 6.0365, -18.7979], [-3.3667, 5.6931, -19.6335], [-0.9172, 4.0563, -19.5765], [-2.4389, 3.9785, -17.4828], [-1.1833, 7.2206, -20.8044], [-3.4963, 8.2289, -20.0586], [-2.2685, 9.5029, -19.8416], [-3.1734, 8.7397, -18.4341], [-0.0346, 8.6059, -18.7712], [-1.0782, 8.3237, -17.5035], [1.0943, 7.0589, -17.3604], [0.9712, 6.3477, -18.7978], [-0.6170, 5.4973, -16.4033], [0.4585, 4.7630, -17.5470], [-1.7181, 3.7721, -20.2591], [-0.1587, 4.5808, -20.1576], [-0.3801, 3.1584, -19.2710], [-2.6474, 4.3548, -16.4812], [-3.4110, 3.6606, -17.8599], [-2.0293, 2.9768, -17.3529], [-2.0248, 6.9430, -21.4392], [-0.5096, 6.3723, -20.9246], [-0.7303, 8.1609, -21.1184], [-4.1323, 5.6430, -19.0566], [3.6567, -2.1418, -19.2104], [3.1951, -0.7197, -19.4852], [1.9105, -0.4859, -18.6838], [2.1990, -0.3564, -17.2138], [3.2372, 0.7240, -16.9808], [4.5659, 0.4957, -17.7283], [4.2894, 0.1848, -19.1409], [5.3424, 0.1119, -20.1053], [5.1990, 1.9473, -17.6789], [5.4836, -0.4586, -17.0736], [2.7273, -0.6400, -21.0077], [4.6374, -2.4461, -19.5761], [3.0599, -2.9127, -19.6979], [3.5736, -2.4190, -18.1596], [1.3416, 0.3682, -19.0513], [1.2373, -1.3305, -18.8309], [2.7133, -1.2406, -16.8373], [1.2948, -0.1988, -16.6258], [3.4663, 0.8635, -15.9244], [2.7638, 1.6662, -17.2570], [6.1391, 1.8604, -18.2238], [4.6704, 2.7805, -18.1420], [5.4777, 2.2231, -16.6619], [5.6372, -0.2347, -16.0180], [5.1867, -1.5022, -17.1774], [6.4429, -0.3447, -17.5783], [2.1556, 0.2817, -21.1163], [2.0603, -1.4206, -21.3736], [3.5877, -0.5125, -21.6646], [5.1383, 0.8359, -20.7017], [1.7103, 5.1977, -16.2205], [2.1505, 3.7527, -16.7710], [2.9815, 3.0216, -15.7587], [2.2088, 2.4357, -14.5692], [1.0366, 1.5807, -15.1556], [0.0702, 2.2980, -16.1279], [0.9425, 2.9448, -17.1085], [0.1547, 3.5534, -18.1721], [-0.8300, 1.1728, -16.8668], [-0.8165, 3.1941, -15.2845], [3.1285, 3.9331, -18.0087], [2.5802, 5.7730, -15.9038], [1.0078, 5.2100, -15.3871], [1.1974, 5.7569, -17.0030], [3.4064, 2.1707, -16.2912], [3.7160, 3.6074, -15.2061], [1.8281, 3.2035, -13.8956], [2.7296, 1.7570, -13.8938], [0.4643, 1.1666, -14.3255], [1.4108, 0.7573, -15.7640], [-1.7749, 1.5520, -17.2559], [-0.3009, 0.9317, -17.7888], [-0.7518, 0.1880, -16.4061], [-1.5869, 2.5613, -14.8439], [-0.3513, 3.8749, -14.5717], [-1.4319, 3.8289, -15.9220], [2.5132, 4.1069, -18.8915], [3.8508, 3.1295, -18.1522], [3.7697, 4.8144, -18.0179], [0.5094, 3.0778, -18.9269]],
  "forces_ev_per_angstrom": [[-2.26, -2.37, -5.35], [-8.62, -5.15, -4.08], [0.44, 0.34, -0.62], [0.64, -1.53, -1.31], [-0.15, 0.01, -0.70], [0.53, 0.13, -0.51], [2.23, -1.27, -3.45], [1.52, -0.94, -1.40], [0.05, 3.38, 1.92], [-9.17, -12.80, -7.48], [-0.04, 0.28, -0.49], [-0.45, -0.61, 0.21], [3.44, 7.23, -5.48], [4.04, 2.66, -0.23], [1.49, 1.79, -1.40], [7.75, -6.84, 5.10], [1.64, 0.34, -0.43], [2.16, -0.09, 0.82], [-1.19, -2.49, -0.02], [2.18, 0.14, 0.80], [-0.21, 0.03, -1.39], [-1.21, 1.34, -0.30], [-1.06, 3.29, -0.28], [0.85, 0.69, 0.81], [2.87, 3.64, 1.46], [-2.69, -1.32, -2.05], [-5.13, 4.52, -0.04], [-1.03, -0.72, -1.28], [-0.87, -0.85, 0.87], [-0.41, 0.60, -0.25], [0.22, -0.25, 0.26], [0.20, 0.42, 0.06], [-0.08, 0.15, -0.65], [-0.18, -0.69, 0.51], [-0.76, 0.75, 0.26], [-0.41, 0.10, -1.06], [-0.80, 0.49, -0.37], [-2.74, 2.00, 0.71], [-1.10, 1.48, 1.26], [-0.27, 1.19, 0.82], [-7.20, 1.15, -3.02], [-0.31, 0.61, -0.63], [-0.43, 0.74, -0.78], [0.23, 1.17, -0.20], [-0.11, 0.38, -0.28], [0.41, 0.37, 0.24], [0.00, -0.17, -0.09], [-0.42, -0.04, -0.27], [-0.22, -1.87, -0.12], [-0.37, -2.60, -1.48], [0.92, 0.32, 1.40], [1.19, -1.06, 0.19], [-0.92, -2.14, -1.45], [-0.47, 2.68, -0.40], [-0.74, -0.43, -0.45], [-0.32, -0.37, 1.55], [2.69, -2.04, -0.46], [1.05, -0.83, 0.27], [0.71, 1.42, 0.57], [0.36, 0.79, 0.14], [-0.66, 0.20, -0.21], [0.29, 0.21, 0.04], [3.48, -1.91, 1.86], [0.06, -0.51, -0.25], [-0.54, -0.58, 0.10], [0.32, -0.82, -0.84], [0.16, -1.43, -0.11], [-0.07, -1.30, -1.31], [0.31, 0.03, -0.03], [3.61, -2.52, 0.25], [-0.17, -0.04, 0.05], [-0.07, 0.07, 0.02], [-0.08, 0.09, 0.10], [0.21, -0.22, 0.09], [0.34, 0.20, -0.11], [0.40, -0.54, 0.49], [-0.13, -0.39, -0.09], [-0.05, 0.51, -0.13], [2.17, -0.70, 0.27], [0.09, 2.46, 1.06], [0.45, -0.11, 2.79], [-2.02, -0.73, -1.13], [-0.07, 0.10, 0.27], [0.65, -0.29, 0.84], [0.77, -0.17, -0.35], [1.51, 0.32, 13.29], [2.08, 0.79, -0.68], [-1.29, 0.64, -0.55], [-2.11, 1.72, 0.14], [0.47, -0.18, 0.12], [0.22, -0.49, 0.11], [2.80, -1.05, 2.20], [0.61, 3.37, 2.04], [0.44, 0.70, -0.99], [-0.19, 0.25, -0.17], [0.72, 0.01, -0.28], [-0.24, -0.13, -0.03], [0.09, 1.02, 1.67], [-0.15, -0.95, 0.87], [0.13, 0.38, 0.25], [-0.97, 0.27, 0.80], [0.17, -0.12, 0.70], [0.33, -0.60, 0.20], [1.35, -0.44, 1.08], [0.26, -0.05, -0.06], [-5.09, 2.29, -0.05], [-0.19, 0.52, 0.97], [2.08, 3.00, 4.65]],
  "mulliken_charge": [-1.080, -0.581, 0.381, 0.898, 0.417, 0.436, -0.279, -2.076, 0.264, 0.035, 0.503, 0.901, -1.056, 0.522, 1.086, 0.396, -0.215, -0.980, -1.980, 1.475, -1.878, -0.771, -1.061, 1.927, 0.139, -0.485, -1.419, -1.775, -1.512, 0.452, 0.333, 0.464, 0.590, 0.231, 0.592, 0.512, 0.854, -0.987, 0.986, 0.089, 0.160, 0.410, 0.672, -0.411, 0.383, 0.341, 0.441, 0.405, -2.039, 1.732, -0.650, -2.580, -0.532, 0.924, 1.226, -0.687, -1.796, -1.643, -1.737, 0.331, 0.512, 0.411, -2.878, 2.117, 0.911, 0.947, 1.954, 0.242, 0.518, 1.358, 0.359, 0.371, 0.293, 0.397, 0.364, 0.295, 0.470, 0.366, -1.124, 2.077, -0.458, -1.426, -0.984, 0.668, 0.746, 0.296, -1.227, -0.894, -0.773, 0.563, 0.221, -0.279, -0.367, 0.465, 0.526, 0.617, 0.493, -0.217, 0.805, 0.340, 0.374, 0.447, 0.286, -0.829, -0.242, -2.237, 0.698, 1.127],
  "lumo_ev": -0.79,
  "homo_ev": -6.81,
  "homo_lumo_gap_ev": 6.01
}

---

What DFT total energy values result from the calculations? In sequence: -6850.97861, -103502.32503, -50961.31968 eV.